C25H49ClO10 | ωB97M-V with the def2-TZVPD basis set

The value obtained for the frontier orbital gap is 7.655 eV. As for the spin multiplicity: 1. The total charge is 0. The value obtained for the LUMO energy is -1.545 eV. As for the SMILES: C[C@H](Cl)CC1=CC(=O)C=CC1=O.COCCOC.COCCOC.COCCOC.COCCOC.

Geometry as XYZ:
```
85
C25H49ClO10 | OMol25 | ωB97M-V with the def2-TZVPD basis set
C -2.22634 0.38819 4.07925
C -1.32437 -1.00866 4.21034
Cl -1.58717 -1.81078 5.89526
C 0.29346 -0.73947 3.91679
C 1.14174 -2.14770 4.00572
C 2.36830 -2.26753 4.89204
C 3.15462 -3.74082 4.95763
O 3.63804 -4.15554 6.13199
C 3.21521 -4.58168 3.53783
C 2.01680 -4.48215 2.62686
C 0.75828 -3.52368 3.15416
O -0.48318 -3.94166 2.89429
H -2.92276 0.56262 5.00461
H -2.93274 0.27171 3.12485
H -1.53838 1.32033 3.89395
H -1.80766 -1.75367 3.41894
H 0.38971 -0.18291 2.88636
H 0.65033 -0.03243 4.80919
H 2.75405 -1.34667 5.53985
H 4.16077 -5.24589 3.31286
H 1.96292 -5.07355 1.61841
C 2.55252 0.62622 -2.64541
O 2.73132 -0.78162 -2.52681
C 3.37958 -1.14630 -1.30404
C 2.36881 -1.63340 -0.26028
O 1.49147 -0.57980 0.14911
C 0.22629 -0.64652 -0.50155
H 1.81703 0.81330 -3.43160
H 2.18902 1.07511 -1.71651
H 3.50063 1.09301 -2.93093
H 3.97809 -0.31274 -0.91673
H 4.06374 -1.96891 -1.53929
H 2.91554 -1.95798 0.63207
H 1.79901 -2.49286 -0.63263
H -0.38502 -1.42845 -0.04074
H 0.32445 -0.84138 -1.57068
H -0.27674 0.31605 -0.36997
C 1.23834 -2.19167 -7.50628
O 2.46197 -2.51327 -6.85255
C 2.44472 -2.16499 -5.46445
C 2.16722 -3.38916 -4.58538
O 0.84731 -3.89826 -4.79994
C 0.83881 -5.03188 -5.66211
H 1.20595 -2.72949 -8.45692
H 0.36592 -2.48191 -6.91371
H 1.20250 -1.11631 -7.70790
H 1.71779 -1.36648 -5.27212
H 3.44006 -1.77758 -5.22090
H 2.22509 -3.08591 -3.53407
H 2.91812 -4.17124 -4.74814
H 1.16578 -5.91817 -5.10981
H 1.47775 -4.88839 -6.53493
H -0.18721 -5.19130 -6.00676
C 1.37936 6.17313 2.54332
O 0.14420 5.94213 1.87320
C 0.10451 4.66335 1.23166
C -0.66917 3.64145 2.07158
O 0.00549 3.35746 3.30104
C -0.55469 4.06734 4.40140
H 1.24342 7.00866 3.23429
H 1.70753 5.30021 3.11499
H 2.14820 6.44173 1.81184
H 1.11787 4.30729 1.00953
H -0.41843 4.80108 0.27894
H -0.72526 2.70004 1.51375
H -1.69527 3.97920 2.25876
H -1.48333 3.58323 4.71876
H -0.75172 5.11258 4.15791
H 0.15987 4.03358 5.22916
C -3.78600 0.21809 -0.03886
O -3.20727 1.51679 -0.11943
C -3.20442 2.02885 -1.45592
C -4.35762 3.01311 -1.67885
O -5.62717 2.35859 -1.59385
C -6.25263 2.55447 -0.32936
H -4.01918 0.01110 1.00842
H -4.70868 0.14130 -0.62132
H -3.06611 -0.52629 -0.39382
H -3.23488 1.21127 -2.18644
H -2.25745 2.56297 -1.59032
H -4.27739 3.42315 -2.69176
H -4.30332 3.85182 -0.97485
H -6.68869 3.55713 -0.28458
H -5.55451 2.42185 0.49870
H -7.05476 1.81756 -0.22715
```


C53H69N7O5PW | ωB97M-V with the def2-TZVPD basis set

Its expectation value of S² is 2.027. The value obtained for the frontier orbital gap (spin up / spin down) is 6.264 / 5.261 eV. As for the spin multiplicity: 3. The total charge is +3. The value obtained for the LUMO energy (spin up / spin down) is -9.060 / -10.062 eV.

Geometry as XYZ:
```
136
C53H69N7O5PW | OMol25 | ωB97M-V with the def2-TZVPD basis set
W 0.24948 -0.56092 -1.33588
C -5.38413 4.03088 0.29896
C -4.47250 4.19250 -0.92685
C -3.55739 5.39610 -0.70077
C -5.32946 4.46249 -2.17302
C -3.68234 2.90069 -1.11691
C -2.29198 2.85703 -1.03050
C -1.67333 1.64504 -1.26501
N -0.27375 1.37621 -1.32233
C 0.20622 1.07167 1.27140
C 1.29454 2.09562 1.60666
C 2.18642 1.73584 2.74812
C 2.13681 0.45589 3.24356
C 1.39801 -0.62814 2.69864
C 0.67955 -0.34016 1.53833
O 0.38277 -1.19374 0.59639
C 1.39824 -1.95274 3.44286
C 0.58804 -3.04335 2.74587
C 2.82944 -2.45401 3.68925
C 0.71777 -1.65264 4.79899
C 2.91444 2.83078 3.49770
C 2.00788 3.16258 4.71316
C 4.28169 2.35473 4.00949
C 3.09882 4.11971 2.68725
C -2.39967 0.50344 -1.55400
O -1.59342 -0.61963 -1.62138
C -3.78737 0.48587 -1.65377
C -4.37970 1.72278 -1.42570
C -4.56267 -0.78194 -2.00063
C -4.36629 -1.81911 -0.88444
C -6.06082 -0.51255 -2.15239
C -4.04101 -1.35092 -3.33015
H -5.99543 4.92513 0.42748
H -4.80342 3.89418 1.20979
H -6.06156 3.18072 0.19601
H -4.16380 6.29460 -0.59156
H -2.87994 5.55780 -1.54276
H -2.96960 5.29320 0.21626
H -5.83770 5.42068 -2.06318
H -6.10122 3.70517 -2.31803
H -4.71503 4.50678 -3.07441
H -1.70558 3.74497 -0.83998
H 0.84928 3.06437 1.80682
H 2.72699 0.24397 4.12401
H 1.03118 -3.32249 1.79390
H -0.44609 -2.73715 2.57578
H 0.57227 -3.92622 3.38333
H 3.38070 -2.57419 2.75562
H 2.78530 -3.42706 4.17890
H 3.40171 -1.79402 4.34150
H -0.30004 -1.28233 4.65920
H 1.27601 -0.92116 5.38325
H 0.66645 -2.57291 5.38138
H 1.81975 2.28124 5.32691
H 1.05038 3.58381 4.39921
H 2.51229 3.90857 5.32864
H 4.19713 1.58952 4.78112
H 4.80479 3.19789 4.45948
H 4.90463 1.96572 3.20089
H 2.15829 4.53530 2.32113
H 3.77912 4.00163 1.84448
H 3.53655 4.87837 3.33519
H -5.45537 1.78980 -1.50077
H -4.77684 -1.44918 0.05592
H -3.31104 -2.06639 -0.73812
H -4.89763 -2.73921 -1.13342
H -6.50694 -0.14863 -1.22526
H -6.56827 -1.44158 -2.41308
H -6.26237 0.20914 -2.94568
H -2.98656 -1.63237 -3.26122
H -4.16305 -0.62486 -4.13627
H -4.60900 -2.24416 -3.59530
O -5.90657 0.70283 3.69640
C -5.15166 1.77684 3.42625
O -5.57426 2.88715 3.53762
C -3.76528 1.53016 2.87635
C -3.42608 0.39832 2.14797
C -2.15148 0.25718 1.62277
C -1.19547 1.25736 1.81064
C -1.54069 2.38832 2.54899
C -2.81639 2.52753 3.06775
N 0.52674 1.25114 -0.20177
C 1.68300 2.13343 0.08405
C 2.93434 1.62912 -0.58400
C 4.21635 2.01326 -0.23247
C 5.25199 1.78288 -1.12855
C 4.96065 1.19686 -2.35021
C 3.66191 0.77495 -2.57884
N 2.66754 0.94974 -1.70610
H -5.39027 -0.11202 3.74483
H -4.15660 -0.38065 1.97070
H -1.92749 -0.63836 1.05773
H -0.83095 3.18016 2.74123
H -3.09553 3.41166 3.62648
H 1.49115 3.13036 -0.31657
H 4.40379 2.52069 0.70179
H 6.26107 2.09204 -0.88921
H 5.72031 1.05751 -3.10713
H 3.40125 0.29219 -3.51233
O 0.69174 -0.28896 -3.37046
C 0.10043 -1.15061 -4.38674
C -0.28397 -2.44417 -3.72358
C -0.75455 -3.50997 -4.46556
C -1.20946 -4.63676 -3.79882
C -1.18024 -4.66180 -2.41183
C -0.67324 -3.57061 -1.74101
N -0.21629 -2.48528 -2.38458
H 0.70924 0.65086 -3.62775
H 0.83773 -1.29458 -5.17436
H -0.78319 -0.65387 -4.78915
H -0.78393 -3.45134 -5.54609
H -1.59467 -5.48109 -4.35561
H -1.54416 -5.51573 -1.85799
H -0.61867 -3.54121 -0.65933
C 4.77026 -4.19310 -0.31202
N 3.66957 -4.76378 -1.08577
C 4.05897 -4.82222 -2.49145
N 4.41808 -3.50933 -3.02558
C 5.49369 -2.93891 -2.20849
N 5.16198 -2.86510 -0.78448
C 4.13532 -1.87436 -0.51111
P 2.56760 -2.25326 -1.42479
C 2.42454 -4.04207 -0.89677
C 3.26597 -2.62698 -3.11272
H 5.62889 -4.85845 -0.39819
H 4.48693 -4.13467 0.74069
H 3.24284 -5.24334 -3.08126
H 4.92226 -5.48034 -2.58446
H 5.73826 -1.94042 -2.57625
H 6.37542 -3.56878 -2.32183
H 4.49797 -0.88154 -0.76848
H 3.91171 -1.87026 0.55779
H 1.64492 -4.53177 -1.48272
H 2.13766 -4.10113 0.15218
H 3.55935 -1.71811 -3.63637
H 2.48905 -3.11621 -3.70951
```


Question: Number 2 is which compound?
Answer: C53H69N7O5PW